[1]
Density functional theory data (wB97M-V/def2-TZVPD) for the molecule C5H4F2N2 at a distorted geometry.

Atoms and positions in Å:
1 C -1.364 1.114 1.213
2 C -0.468 -0.936 -0.985
3 C 0.903 0.360 0.544
4 C -0.212 1.336 0.509
5 C 0.892 -0.415 -0.809
6 N -2.334 0.897 1.808
7 N -1.030 -1.948 -0.625
8 F 1.858 -1.385 -0.898
9 F 1.219 0.460 -1.792
10 H 1.878 0.856 0.589
11 H 0.812 -0.356 1.359
12 H -0.147 2.186 -0.149
13 H -2.005 -2.170 -0.764

Values from the calculation:
HOMO energy (spin up / spin down): -9.43 / -8.59 eV
M: 130.10 g mol⁻¹
ΔE to the lowest compared entry with this formula, charge and spin: 2.907 eV

***

[2]
Density functional theory data (wB97M-V/def2-TZVPD) for the molecule C5H4F2O2 at a distorted geometry.

Atoms and positions in Å:
1 O 2.843 -1.138 -0.040
2 C 1.673 -1.432 0.055
3 C 0.480 -0.562 0.098
4 C -0.786 -1.008 0.011
5 O -1.785 -0.148 -0.055
6 C -1.335 1.212 -0.033
7 C 0.285 0.971 -0.017
8 F 0.736 1.640 1.094
9 F 0.936 1.633 -1.061
10 H 1.492 -2.562 -0.009
11 H -1.046 -2.091 -0.001
12 H -1.673 1.777 -0.971
13 H -1.820 1.707 0.929

Values from the calculation:
HOMO energy: -10.07 eV
M: 134.08 g mol⁻¹
ΔE to the lowest compared entry with this formula, charge and spin: 0.000 eV
structure (SMILES): O=CC1=COCC1(F)F

***

[3]
Density functional theory data (wB97M-V/def2-TZVPD) for the ion C5H4F3N2O2 with charge -1 at a distorted geometry.

Atoms and positions in Å:
1 O 1.928 -2.013 -0.262
2 C 0.999 -1.681 0.429
3 O 0.327 -2.274 1.247
4 C 0.398 -0.090 -0.112
5 C 1.462 0.925 0.305
6 F 2.504 0.839 -0.518
7 F 1.070 2.295 0.235
8 F 1.916 0.758 1.596
9 C -0.942 0.238 0.568
10 C -1.827 0.130 -0.700
11 N -0.900 0.027 -1.860
12 N 0.249 -0.073 -1.506
13 H -0.958 1.279 0.754
14 H -1.341 -0.353 1.330
15 H -2.289 -0.853 -0.687
16 H -2.597 0.848 -0.818

Values from the calculation:
total charge: -1
HOMO energy: -4.69 eV
M: 181.09 g mol⁻¹
ΔE to the lowest compared entry with this formula, charge and spin: 0.134 eV
structure (SMILES): O=C([O-])[C@]1(C(F)(F)F)CCN=N1

***

[4]
Density functional theory data (wB97M-V/def2-TZVPD) for the ion C5H4F3N2O2S with charge -1 at a distorted geometry.

Atoms and positions in Å:
1 C 1.726 -0.649 0.144
2 C 0.839 -0.728 -0.926
3 C -1.191 0.457 1.183
4 C 1.380 -1.312 -2.221
5 C -1.631 1.779 1.591
6 N -0.437 -0.356 -1.033
7 N -1.237 0.218 -0.198
8 O 0.220 -1.472 2.355
9 O 2.899 -0.785 0.369
10 F -1.666 1.954 2.919
11 F -0.921 2.887 1.125
12 F -2.902 2.049 1.145
13 S 0.507 -0.117 1.805
14 H 1.799 -0.521 -2.847
15 H 2.169 -2.027 -2.002
16 H 0.581 -1.801 -2.771
17 H -2.134 0.426 -0.639

Values from the calculation:
total charge: -1
expectation value of S²: 2.016
HOMO energy (spin up / spin down): -1.96 / -3.92 eV
M: 213.16 g mol⁻¹
2S+1: 3

***

[5]
Density functional theory data (wB97M-V/def2-TZVPD) for a structure of composition C5H4F3N6P at a distorted geometry.

Atoms and positions in Å:
1 C -0.119 -2.452 0.049
2 C -1.009 3.094 0.386
3 C 1.671 -1.872 0.914
4 C -0.851 1.478 -0.967
5 C 2.265 0.594 -1.749
6 N 0.908 -2.911 0.789
7 N -1.712 2.268 -0.422
8 N -0.046 -1.237 -0.322
9 N 0.285 2.802 0.370
10 N 1.094 -0.820 0.319
11 N 0.397 1.774 -0.422
12 F 1.192 0.105 -2.348
13 F 3.372 -0.105 -2.149
14 F 2.504 1.856 -2.296
15 P 1.857 1.128 0.044
16 H -0.877 -3.225 -0.290
17 H -1.517 3.896 0.841
18 H 2.629 -1.873 1.390
19 H -0.854 0.757 -1.734

Values from the calculation:
HOMO energy: -10.35 eV
M: 236.10 g mol⁻¹
ΔE to the lowest compared entry with this formula, charge and spin: 1.220 eV

***

[6]
Density functional theory data (wB97M-V/def2-TZVPD) for a cluster of 2 separate species, C5H4F3NO2 in total at a distorted geometry.

Atoms and positions in Å:
1 C 0.433 -0.922 -1.040
2 C -0.359 0.380 -0.684
3 C 0.174 1.581 -0.648
4 N 0.797 2.597 -0.478
5 C -1.751 0.260 -0.091
6 F -2.351 1.429 0.106
7 F -2.560 -0.496 -0.870
8 F -1.661 -0.323 1.051
9 H 0.376 -1.497 -0.075
10 H 1.516 -0.815 -1.316
11 H -0.203 -1.388 -1.964
12 H 0.939 3.363 -1.217
13 O 1.602 -0.645 3.283
14 C 1.524 -1.406 2.408
15 O 1.524 -2.119 1.535

Values from the calculation:
HOMO energy: -9.13 eV
M: 167.09 g mol⁻¹
ΔE to the lowest compared entry with this formula, charge and spin: 0.000 eV
structure (SMILES): CC(=C=N)C(F)(F)F.O=C=O

***

[7]
Density functional theory data (wB97M-V/def2-TZVPD) for the ion C5H4F5N4O2S with charge +1 at a distorted geometry.

Atoms and positions in Å:
1 C -2.880 -0.601 0.023
2 C -2.405 -0.353 -1.180
3 N -1.066 -0.780 -1.536
4 N -0.864 -1.443 -2.668
5 N 0.398 -1.700 -2.782
6 N 1.035 -1.245 -1.767
7 C 0.107 -0.651 -0.941
8 S 0.324 0.153 0.686
9 O -0.669 1.141 0.944
10 O 0.227 -0.903 1.641
11 C 1.969 0.992 0.828
12 F 1.924 2.133 0.137
13 F 2.919 0.235 0.286
14 C 2.340 1.391 2.322
15 F 2.736 2.652 2.361
16 F 3.337 0.651 2.766
17 F 1.312 1.276 3.151
18 H -3.887 -0.255 0.259
19 H -2.231 -1.140 0.723
20 H -2.990 0.135 -1.965
21 H -1.635 -1.688 -3.288

Values from the calculation:
total charge: +1
HOMO energy: -15.62 eV
M: 279.17 g mol⁻¹
ΔE to the lowest compared entry with this formula, charge and spin: 0.000 eV
structure (SMILES): C=CN1NN=[N+]=C1S(=O)(=O)C(F)(F)C(F)(F)F

***

[8]
Density functional theory data (wB97M-V/def2-TZVPD) for the molecule C5H4FNS at a distorted geometry.

Atoms and positions in Å:
1 F -2.978 -1.496 0.393
2 C -1.756 -0.831 0.388
3 N -1.493 0.363 0.031
4 C -0.079 0.407 0.045
5 C 0.550 1.440 -0.559
6 S 2.343 1.443 -0.569
7 C 0.488 -0.909 0.418
8 C -0.617 -1.695 0.556
9 H 0.225 2.398 -0.916
10 H 2.415 2.686 -1.034
11 H 1.568 -1.118 0.455
12 H -0.666 -2.689 0.792

Values from the calculation:
HOMO energy: -8.94 eV
M: 129.16 g mol⁻¹
ΔE to the lowest compared entry with this formula, charge and spin: 1.558 eV
structure (SMILES): FC1=N/C(=C/S)C=C1

***

Copy entry 3 word for word.
Density functional theory data (wB97M-V/def2-TZVPD) for the ion C5H4F3N2O2 with charge -1 at a distorted geometry.

Atoms and positions in Å:
1 O 1.928 -2.013 -0.262
2 C 0.999 -1.681 0.429
3 O 0.327 -2.274 1.247
4 C 0.398 -0.090 -0.112
5 C 1.462 0.925 0.305
6 F 2.504 0.839 -0.518
7 F 1.070 2.295 0.235
8 F 1.916 0.758 1.596
9 C -0.942 0.238 0.568
10 C -1.827 0.130 -0.700
11 N -0.900 0.027 -1.860
12 N 0.249 -0.073 -1.506
13 H -0.958 1.279 0.754
14 H -1.341 -0.353 1.330
15 H -2.289 -0.853 -0.687
16 H -2.597 0.848 -0.818

Values from the calculation:
total charge: -1
HOMO energy: -4.69 eV
M: 181.09 g mol⁻¹
ΔE to the lowest compared entry with this formula, charge and spin: 0.134 eV
structure (SMILES): O=C([O-])[C@]1(C(F)(F)F)CCN=N1